{"formula": "C30H22BrN5RuS7", "method": "wB97M-V/def2-TZVPD", "elements": ["Ru", "C", "N", "C", "C", "C", "C", "C", "N", "C", "C", "C", "C", "C", "C", "H", "H", "H", "H", "H", "H", "H", "H", "H", "H", "H", "S", "C", "C", "C", "C", "N", "C", "C", "C", "S", "C", "N", "H", "H", "C", "C", "C", "C", "C", "Br", "N", "C", "H", "H", "H", "H", "H", "H", "C", "S", "C", "C", "S", "S", "C", "S", "S", "H", "H", "H"], "positions_angstrom": [[0.981046, -0.472966, 0.007883], [0.504198, -3.071866, -2.194707], [1.432615, -2.159821, -1.541256], [2.687568, -2.305330, -1.788416], [3.654806, -1.506109, -1.130247], [5.040677, -1.449433, -1.253277], [5.463191, -0.470326, -0.346030], [4.310764, 0.005743, 0.282923], [3.218898, -0.619299, -0.180368], [0.097705, -2.689841, -3.594704], [-0.209827, -1.380038, -3.949010], [-0.629014, -1.084172, -5.236804], [-0.741013, -2.088567, -6.189989], [-0.423361, -3.393223, -5.848835], [-0.002982, -3.685918, -4.558912], [-0.379512, -3.141386, -1.553804], [0.936902, -4.079224, -2.230267], [3.025508, -3.065116, -2.498973], [5.647179, -2.042310, -1.916982], [6.471816, -0.144912, -0.155478], [4.234047, 0.753090, 1.056162], [-0.102322, -0.582988, -3.219140], [-0.867816, -0.062617, -5.497669], [-1.067492, -1.850064, -7.193374], [-0.496063, -4.182967, -6.585081], [0.247182, -4.706458, -4.293369], [0.058221, -2.371976, 1.282297], [-0.360410, -1.598625, 2.793614], [-1.418724, -2.103504, 3.550300], [-1.800969, -1.526074, 4.748893], [-2.928781, -2.062603, 5.467847], [-3.837155, -2.493736, 6.023517], [-1.091283, -0.415732, 5.228199], [-0.035177, 0.089380, 4.492099], [0.344589, -0.467275, 3.267180], [1.639851, 0.258046, 2.356453], [-1.470089, 0.243155, 6.453464], [-1.775832, 0.794122, 7.413899], [-1.964078, -2.960100, 3.177952], [0.497417, 0.955811, 4.861222], [-2.273655, 2.582390, 3.700827], [-2.353031, 1.610898, 2.560224], [-3.454095, 0.791184, 2.346677], [-3.490961, -0.060077, 1.255446], [-2.384901, -0.070907, 0.425517], [-2.436922, -1.058825, -1.190690], [-1.294194, 0.641235, 0.636210], [-1.292188, 1.480707, 1.674339], [-3.239172, 3.053903, 3.884080], [-1.547141, 3.365553, 3.489570], [-1.969287, 2.084642, 4.623054], [-4.294617, 0.826684, 3.028775], [-4.343984, -0.685285, 1.042496], [-0.386249, 2.057743, 1.796644], [2.262724, 4.649585, -0.190828], [0.528871, 4.424153, 0.259286], [-0.127199, 3.807675, -1.245208], [0.221948, 2.682496, -1.902316], [1.421981, 1.478668, -1.493528], [-0.599025, 2.463776, -3.428251], [-1.608527, 3.858498, -3.409083], [-2.724246, 4.208541, -4.573999], [-1.328404, 4.820967, -2.013899], [2.723801, 5.168359, 0.648360], [2.348401, 5.265178, -1.083978], [2.747790, 3.687488, -0.346939]], "forces_ev_per_a": [[0.33, 0.09, 0.37], [-0.03, -0.23, 0.25], [-0.02, 0.04, -0.19], [0.05, -0.01, 0.02], [-0.16, -0.08, -0.05], [0.07, 0.13, 0.09], [-0.04, -0.08, -0.06], [-0.06, -0.01, 0.04], [0.08, 0.04, -0.26], [0.01, 0.01, -0.06], [0.06, 0.12, 0.06], [0.01, -0.02, -0.01], [0.00, 0.04, 0.03], [0.01, 0.01, 0.02], [-0.06, -0.03, -0.04], [-0.01, 0.00, -0.07], [0.00, 0.04, 0.04], [-0.01, 0.01, 0.02], [0.05, -0.04, -0.05], [0.06, 0.01, 0.01], [-0.02, 0.06, 0.05], [0.00, -0.08, -0.04], [-0.01, 0.07, -0.01], [-0.01, 0.01, -0.03], [0.00, -0.02, -0.02], [0.01, -0.03, 0.00], [-0.17, 0.06, 0.06], [-0.03, -0.06, -0.05], [0.03, -0.06, -0.13], [-0.23, -0.12, 0.17], [0.31, 0.18, -0.18], [-0.13, -0.07, 0.07], [-0.06, 0.10, 0.27], [0.11, 0.03, -0.03], [0.11, 0.04, -0.06], [-0.08, -0.08, 0.09], [0.06, -0.26, -0.32], [-0.03, 0.10, 0.15], [-0.01, -0.01, -0.01], [0.02, 0.01, -0.01], [-0.06, 0.03, 0.03], [0.03, 0.01, -0.08], [-0.01, 0.01, 0.06], [0.09, 0.03, -0.03], [-0.07, 0.15, -0.10], [0.03, -0.04, 0.03], [-0.06, -0.09, -0.08], [-0.07, 0.00, -0.04], [-0.01, 0.00, 0.00], [0.04, 0.01, -0.01], [-0.04, 0.05, -0.03], [-0.04, 0.00, 0.02], [-0.03, -0.01, 0.00], [0.05, 0.05, 0.02], [0.09, 0.00, -0.01], [-0.01, -0.13, 0.10], [0.03, 0.07, 0.00], [-0.07, -0.32, 0.10], [0.05, 0.31, -0.05], [-0.03, -0.20, -0.13], [-0.20, -0.04, -0.04], [0.12, 0.01, 0.04], [-0.01, 0.11, 0.04], [0.03, -0.01, 0.01], [-0.03, 0.01, 0.00], [-0.04, 0.03, 0.01]], "lowdin_charge": [0.95, -0.22, -0.10, -0.10, -0.36, -0.06, -0.11, -0.21, -0.13, -0.22, -0.07, -0.08, -0.10, -0.10, -0.05, 0.06, 0.11, 0.14, 0.09, 0.08, 0.08, 0.04, 0.09, 0.10, 0.10, 0.11, 0.55, -0.69, -0.07, -0.20, -0.18, 0.15, -0.21, -0.08, -0.71, 0.59, -0.19, 0.16, 0.11, 0.12, -0.02, -0.24, -0.01, -0.10, -0.76, 0.81, -0.03, -0.14, 0.08, 0.08, 0.06, 0.12, 0.10, 0.06, -0.39, 0.80, -1.01, -1.10, 0.50, 0.88, -1.52, 0.48, 0.89, 0.03, 0.04, 0.00], "spin_multiplicity": 6, "charge": -1, "homo_lumo_gap_ev": [6.8, 6.4]}

=====

{"formula": "C19H12BClF5N4O2Pt", "method": "wB97M-V/def2-TZVPD", "elements": ["Pt", "B", "N", "C", "C", "C", "N", "N", "C", "C", "C", "N", "H", "H", "H", "H", "H", "H", "H", "H", "F", "C", "C", "C", "F", "C", "F", "C", "F", "C", "F", "Cl", "C", "C", "C", "C", "C", "C", "C", "O", "O", "H", "H", "H", "H"], "positions_angstrom": [[-0.040089, 0.258652, 0.015403], [-3.226095, 0.815411, -1.523794], [-2.147900, 1.910127, -1.462481], [-2.307328, 3.106668, -2.034852], [-1.213869, 3.895324, -1.728972], [-0.408693, 3.078559, -0.946737], [-0.997695, 1.889152, -0.799820], [-2.806879, -0.518660, -0.868580], [-3.666502, -1.539881, -0.875193], [-3.064277, -2.634884, -0.291629], [-1.800531, -2.184295, 0.056232], [-1.662856, -0.900284, -0.300381], [-3.446477, 0.589021, -2.676895], [-4.189341, 1.211734, -0.930568], [-3.181648, 3.325122, -2.613225], [-1.021453, 4.906906, -2.027732], [0.540878, 3.294247, -0.497960], [-4.647826, -1.427637, -1.285121], [-3.470927, -3.612625, -0.141507], [-1.010278, -2.727249, 0.529844], [1.829083, -1.926900, -1.341719], [1.491159, -2.267984, -0.077407], [1.276708, -1.149292, 0.852954], [0.816359, -1.621779, 2.169885], [0.532506, -0.671259, 3.088169], [0.745606, -2.944128, 2.524774], [0.383365, -3.322259, 3.771098], [1.065061, -3.943767, 1.594344], [1.012637, -5.242767, 1.956610], [1.411985, -3.586660, 0.281628], [1.662795, -4.563240, -0.616398], [7.862461, 3.519502, 1.509979], [6.335872, 2.730476, 1.250027], [5.259953, 3.462397, 0.746569], [4.049790, 2.850862, 0.564593], [3.870168, 1.476489, 0.891249], [4.998451, 0.753540, 1.373430], [6.204921, 1.374040, 1.550862], [2.625976, 0.849652, 0.730072], [2.556241, -0.475353, 1.025126], [1.564723, 1.455464, 0.316745], [5.390386, 4.507606, 0.503787], [3.212658, 3.403489, 0.167557], [4.880266, -0.293703, 1.603511], [7.057479, 0.826314, 1.926493]], "forces_ev_per_a": [[1.18, 0.21, 0.55], [0.02, -0.03, 0.08], [0.07, 0.49, -0.19], [0.12, 0.24, -0.04], [-0.08, 0.02, -0.05], [-0.30, 0.11, -0.11], [-0.05, 0.27, -0.04], [-0.33, 0.11, -0.16], [0.15, -0.29, 0.19], [0.02, 0.14, -0.04], [-0.03, 0.04, -0.03], [0.58, -0.83, 0.42], [-0.19, 0.04, -0.36], [-0.33, 0.12, 0.05], [-0.21, -0.01, -0.11], [-0.02, 0.14, -0.06], [0.06, -0.13, 0.06], [-0.22, 0.14, -0.16], [-0.09, -0.20, 0.04], [0.33, 0.02, 0.16], [0.00, 0.10, -0.76], [0.00, -0.44, 1.27], [-3.62, -1.59, -0.68], [0.61, -1.03, -0.66], [-0.38, 0.61, 0.45], [0.46, 0.13, -0.75], [-0.05, 0.12, -0.06], [-0.47, 0.39, -0.27], [0.14, -0.89, 0.26], [0.06, 0.59, 0.60], [-0.04, -0.01, -0.02], [-0.09, -0.04, -0.04], [-0.38, -0.23, -0.05], [0.85, 0.15, 0.19], [-0.77, -1.50, 0.22], [3.29, 1.76, 0.37], [-1.54, 0.29, -0.43], [0.63, 0.70, 0.01], [-4.80, -3.37, -0.44], [2.84, 4.54, -0.30], [2.73, -0.84, 0.83], [0.02, 0.01, 0.01], [-0.10, 0.03, 0.00], [-0.05, -0.07, 0.02], [0.01, 0.00, 0.01]], "lowdin_charge": [1.16, -0.43, -0.07, -0.10, -0.07, -0.15, -0.13, -0.07, -0.10, -0.05, -0.11, -0.12, 0.07, 0.07, 0.12, 0.08, 0.08, 0.12, 0.09, 0.09, 0.03, -0.25, -0.39, -0.24, 0.03, -0.19, 0.07, -0.22, 0.03, -0.20, 0.08, 0.66, -0.65, -0.10, 0.02, -0.10, 0.02, -0.10, -0.34, 0.05, -0.14, 0.11, 0.12, 0.13, 0.11], "charge": -1, "homo_lumo_gap_ev": 3.9}

=====

{"formula": "C31H34N6O6", "method": "wB97M-V/def2-TZVPD", "elements": ["C", "O", "C", "C", "C", "C", "C", "C", "C", "O", "N", "C", "C", "C", "C", "C", "O", "N", "C", "O", "C", "N", "N", "N", "C", "C", "C", "C", "C", "C", "C", "C", "C", "C", "N", "C", "C", "O", "C", "C", "C", "O", "C", "H", "H", "H", "H", "H", "H", "H", "H", "H", "H", "H", "H", "H", "H", "H", "H", "H", "H", "H", "H", "H", "H", "H", "H", "H", "H", "H", "H", "H", "H", "H", "H", "H", "H"], "positions_angstrom": [[-3.219826, -4.537109, 1.516314], [-2.863883, -3.189918, 1.328020], [-3.086418, -2.614707, 0.107687], [-3.605620, -3.299592, -0.981671], [-3.756367, -2.669635, -2.205238], [-3.386037, -1.350435, -2.353489], [-2.881526, -0.639586, -1.272169], [-2.458682, 0.795873, -1.462701], [-2.911364, 1.677924, -0.287655], [-4.011131, 1.522474, 0.206362], [-2.064095, 2.650677, 0.080069], [-2.452106, 3.681978, 1.013785], [-1.244953, 4.151459, 1.822318], [-0.597680, 3.060973, 2.700679], [0.911822, 3.269629, 2.504011], [0.990268, 4.506061, 1.595512], [-0.244153, 4.575352, 0.917629], [-1.035069, 0.866020, -1.794594], [-0.668012, 1.626319, -2.849483], [-1.452190, 2.298604, -3.486798], [0.817831, 1.608343, -3.252063], [1.742068, 1.600513, -2.160020], [1.663809, 2.495464, -1.168806], [2.555470, 2.278621, -0.294942], [3.291337, 1.196301, -0.672138], [4.359272, 0.537863, -0.063872], [4.875879, -0.551313, -0.722222], [4.363564, -0.986268, -1.953412], [3.307245, -0.355560, -2.569252], [2.769457, 0.741659, -1.908311], [-0.166421, -0.068932, -1.164333], [0.318002, 0.164888, 0.114756], [1.195109, -0.723109, 0.704112], [1.586758, -1.870803, 0.021154], [2.510015, -2.780772, 0.539640], [3.354887, -2.625701, 1.604009], [4.272963, -3.818849, 1.778875], [3.378187, -1.658674, 2.326248], [1.047704, -2.135230, -1.236717], [0.178136, -1.241011, -1.826115], [-2.733530, -1.256501, -0.030022], [-2.172422, -0.531015, 0.986539], [-2.891320, -0.456979, 2.207361], [-2.656467, -5.199543, 0.851167], [-2.962832, -4.764425, 2.550050], [-4.292587, -4.695984, 1.367688], [-3.890013, -4.335419, -0.888725], [-4.161990, -3.220191, -3.040172], [-3.497609, -0.855951, -3.306662], [-2.985429, 1.208262, -2.336051], [-1.205515, 2.831482, -0.421103], [-2.863670, 4.540369, 0.469054], [-3.226287, 3.274975, 1.667414], [-1.554796, 5.002309, 2.453495], [-0.897417, 3.175465, 3.741002], [-0.913290, 2.075464, 2.361158], [1.372887, 2.420900, 2.002582], [1.431418, 3.437402, 3.444918], [1.137462, 5.418377, 2.193175], [1.772693, 4.424998, 0.842710], [0.969544, 2.503065, -3.866511], [1.000832, 0.725170, -3.870102], [4.743495, 0.871459, 0.885017], [5.702918, -1.091565, -0.285984], [4.815663, -1.843392, -2.431323], [2.918417, -0.697807, -3.516359], [0.023413, 1.059447, 0.634762], [1.593220, -0.524380, 1.684343], [2.632352, -3.615294, -0.017418], [4.890723, -3.950742, 0.892821], [4.914073, -3.651484, 2.639138], [3.689346, -4.723063, 1.938440], [1.320423, -3.041972, -1.758733], [-0.235735, -1.447108, -2.802559], [-3.076536, -1.443086, 2.632434], [-3.837134, 0.069438, 2.049369], [-2.258529, 0.117494, 2.881872]], "forces_ev_per_a": [[-0.04, -0.20, 0.03], [0.11, 0.40, -0.21], [0.10, 0.10, 0.13], [0.01, -0.11, 0.17], [0.04, 0.03, -0.09], [0.01, 0.00, 0.05], [-0.11, 0.01, 0.29], [-0.49, -0.01, -0.01], [0.26, 0.00, -0.35], [-0.32, -0.02, -0.02], [0.37, 0.36, 0.10], [0.09, 0.31, 0.17], [-0.44, -0.18, 0.21], [-0.03, 0.20, -0.10], [0.00, 0.14, -0.13], [0.40, 0.00, 0.20], [-0.28, -0.13, -0.22], [-0.30, -0.05, 0.40], [0.37, 0.13, -0.24], [0.05, 0.12, -0.20], [-0.41, 0.41, -0.41], [0.89, -0.39, 0.20], [-0.94, 0.68, -0.44], [0.37, 0.23, 0.69], [-0.17, -0.56, -1.18], [-0.07, 0.05, -0.04], [0.13, 0.03, 0.19], [-0.09, -0.01, -0.21], [0.06, -0.07, -0.19], [0.38, 0.35, 0.77], [0.40, -0.31, 0.13], [-0.01, -0.18, -0.33], [0.01, -0.04, 0.13], [-0.29, 0.30, -0.09], [-0.06, -0.34, -0.21], [0.17, -0.51, -0.16], [0.05, 0.17, 0.19], [0.02, 0.30, 0.23], [-0.02, -0.05, 0.13], [-0.03, 0.10, 0.16], [-0.15, -0.10, -0.06], [0.02, -0.49, -0.36], [-0.36, 0.09, 0.36], [-0.04, 0.02, 0.01], [-0.04, -0.04, -0.08], [0.04, 0.00, -0.02], [-0.01, -0.09, 0.06], [-0.04, -0.05, -0.07], [-0.02, 0.09, -0.10], [0.10, -0.13, 0.26], [-0.04, -0.17, -0.11], [-0.06, -0.08, 0.10], [0.07, 0.11, -0.04], [0.02, -0.11, -0.11], [-0.05, -0.03, 0.01], [-0.03, -0.07, 0.02], [0.02, -0.02, 0.03], [0.06, -0.04, 0.02], [0.00, -0.05, -0.07], [0.01, 0.07, 0.10], [-0.07, -0.22, 0.08], [0.04, 0.10, 0.10], [0.06, 0.02, 0.15], [0.08, -0.04, 0.06], [0.03, -0.07, -0.05], [-0.02, -0.07, -0.08], [-0.05, 0.10, 0.08], [0.02, 0.03, 0.03], [0.05, 0.13, 0.17], [0.05, -0.05, -0.09], [-0.01, 0.02, 0.00], [-0.02, -0.10, -0.02], [0.06, -0.09, -0.07], [-0.08, -0.02, -0.09], [0.07, 0.11, -0.03], [0.10, -0.02, 0.02], [-0.04, 0.01, 0.02]], "lowdin_charge": [-0.08, -0.10, -0.18, -0.02, -0.08, -0.03, -0.10, -0.10, -0.43, 0.07, 0.11, -0.10, -0.32, -0.11, -0.14, -0.20, -0.11, 0.06, -0.42, 0.08, -0.01, -0.07, 0.09, 0.09, -0.22, 0.00, -0.09, -0.08, -0.02, -0.17, -0.23, -0.01, 0.02, -0.21, 0.13, -0.52, 0.00, 0.07, -0.02, -0.01, -0.14, -0.10, -0.04, 0.10, 0.10, 0.10, 0.10, 0.10, 0.12, 0.16, 0.13, 0.13, 0.13, 0.15, 0.11, 0.08, 0.07, 0.11, 0.12, 0.09, 0.14, 0.13, 0.12, 0.10, 0.10, 0.11, 0.10, 0.11, 0.14, 0.08, 0.08, 0.08, 0.12, 0.13, 0.09, 0.09, 0.09], "charge": 0, "smiles": "COc1cccc([C@@H](C(=O)NC[C@H]2CCCO2)N(C(=O)Cn2nnc3ccccc32)c2ccc(NC(C)=O)cc2)c1OC", "homo_lumo_gap_ev": 8.7}

=====

{"formula": "H7O3S", "method": "wB97M-V/def2-TZVPD", "elements": ["S", "H", "H", "H", "O", "H", "H", "O", "H", "H", "O"], "positions_angstrom": [[0.266377, 1.556226, -2.150099], [0.558691, 0.868379, -1.032833], [-1.126095, -1.142396, 1.447269], [-2.026868, -1.430824, 0.203516], [-1.228463, -1.688793, 0.668486], [-1.275093, 2.025421, 0.591428], [0.211415, 2.070937, 0.980807], [-0.656046, 1.819902, 1.297540], [1.445573, -2.038706, -0.612995], [1.683237, -0.612666, -0.816317], [2.147272, -1.427480, -0.576802]], "forces_ev_per_a": [[-0.03, 0.01, 0.19], [-0.10, 0.04, 0.02], [-0.14, 0.48, -0.07], [0.07, 0.38, 0.12], [0.19, -0.81, -0.13], [0.39, -0.01, -0.45], [0.07, 0.05, -0.56], [-0.46, -0.14, 0.95], [-1.31, -1.35, 0.04], [0.26, 0.25, -0.21], [1.06, 1.12, 0.10]], "lowdin_charge": [-0.27, -0.50, 0.02, 0.03, -0.06, 0.00, 0.00, -0.11, -0.01, -0.03, -0.07], "charge": -1, "homo_lumo_gap_ev": 6.7}

=====

Results for E_tot: -6886.4856, -2204.4753, -1981.7016, -628.1427 (in a.u., following the order of the records).
Results for ΔE to the lowest compared entry with this formula, charge and spin: 2.82, 60.53, 18.61, 22.95 (in kcal/mol, following the order of the records).